Here is a molecular structure, C33H27N9O2PrS2 at a distorted geometry from the OMol25 dataset. Energies are from ωB97M-V/def2-TZVPD.

```
74
Properties=species:S:1:pos:R:3:forces:R:3
H -0.524 -2.231 -0.525 -0.041 -0.014 -0.026
N -1.928 -2.144 -4.318 -1.448 -0.611 0.827
H 3.138 -2.305 -4.772 0.022 0.023 -0.010
H -1.259 3.485 -0.651 -0.017 -0.047 0.132
N -2.377 -2.355 0.391 -0.066 -0.112 0.155
C -3.717 -3.612 -3.913 -0.421 0.188 0.636
H 2.738 -1.242 6.180 0.020 0.012 -0.003
N -3.319 -1.723 -2.455 -1.948 -1.549 0.547
C -1.268 -1.694 0.057 0.197 0.252 0.060
C 1.491 -0.366 4.664 -0.028 0.036 -0.014
S 4.183 -2.028 1.522 -0.084 0.104 -0.071
C 3.507 -1.611 4.222 0.035 -0.002 0.047
H -4.885 -3.039 -2.153 0.007 -0.012 0.068
S -1.412 0.043 -2.917 -0.116 -0.175 -0.367
O 1.534 2.313 -2.486 0.483 0.300 -0.838
C 2.209 -1.187 -3.190 -0.116 0.200 0.031
C -5.566 -1.747 2.104 0.050 -0.004 -0.054
C 1.884 4.460 2.270 -0.086 -0.084 -0.016
H -4.710 -3.425 1.072 0.005 -0.022 0.044
C -4.033 -2.806 -2.780 1.267 0.591 -0.947
C -2.298 -1.359 -3.203 1.939 0.491 -1.434
C -3.403 -1.722 1.084 -0.025 0.271 0.094
H 3.817 2.537 -0.373 -0.014 0.070 -0.067
O 1.330 4.210 -1.323 -0.037 -0.030 -0.105
C 3.280 3.114 0.372 0.130 -0.144 0.020
C -4.580 -2.397 1.391 -0.048 -0.066 -0.020
H 1.512 -0.718 -3.881 -0.010 -0.010 0.009
C 2.197 -0.657 2.392 0.231 -0.082 0.321
N 2.115 2.615 0.769 0.151 0.253 0.228
C -4.229 0.251 2.183 0.020 0.033 -0.023
C -0.556 3.456 -2.551 0.214 -0.014 -0.043
C 2.600 -1.083 5.119 0.039 -0.023 0.005
H 4.824 -3.340 -3.287 -0.004 -0.021 0.028
C 3.096 4.979 1.834 0.052 -0.045 -0.072
C 2.141 -0.848 -1.831 0.215 -0.388 0.180
N -1.243 2.807 -1.404 0.140 0.264 -0.330
N -1.012 -0.468 0.390 -0.182 0.185 -0.005
C 0.913 3.376 -2.117 -0.563 1.839 -0.804
C 4.083 -2.664 -2.882 0.049 -0.020 -0.024
H 3.478 5.901 2.250 -0.019 0.014 -0.003
C 1.284 -0.149 3.317 -0.042 0.036 -0.075
H -6.477 -2.271 2.357 -0.006 0.000 -0.005
H 4.744 4.673 0.481 0.022 -0.037 0.029
C 3.140 -2.074 -3.713 -0.030 -0.010 -0.024
H -2.208 2.606 -1.637 0.008 -0.227 -0.009
Pr 0.849 1.085 -0.834 -0.499 -2.278 1.564
H 0.408 0.381 2.977 -0.025 -0.025 -0.006
H 4.797 -2.824 -0.875 0.038 -0.050 -0.055
C 3.111 -1.486 -1.017 -0.151 0.049 -0.541
C 3.806 4.297 0.863 -0.028 0.024 0.132
H -2.499 -3.314 0.112 0.089 0.005 -0.025
C -1.940 0.242 1.154 0.573 0.028 -0.124
C 3.056 -1.259 0.426 -0.032 -0.124 0.438
N -0.470 1.942 1.252 0.557 -0.256 0.055
N 2.120 -0.563 1.012 -0.120 0.080 -0.368
C 3.288 -1.403 2.867 -0.103 0.045 -0.191
H -0.874 4.486 -2.708 0.038 0.020 -0.028
H -4.308 -4.478 -4.170 0.000 0.011 0.011
H 1.299 4.967 3.025 -0.003 -0.017 0.011
H -1.137 -1.829 -4.854 0.166 0.091 -0.041
H 4.361 -2.182 4.561 -0.022 -0.009 0.022
H -0.705 2.864 -3.451 -0.102 0.015 0.019
N -1.675 1.416 1.627 -0.574 0.060 0.416
H -0.289 2.950 3.057 -0.214 0.081 -0.102
H -4.078 1.279 2.479 0.009 -0.020 0.020
H -6.166 0.079 3.062 -0.002 -0.003 -0.019
H 0.775 0.021 5.378 0.011 -0.011 0.009
C 4.067 -2.367 -1.534 0.006 0.091 0.156
C 1.415 3.291 1.694 0.304 -0.015 0.067
C -2.642 -3.255 -4.670 0.506 0.982 0.473
C -5.390 -0.422 2.500 -0.056 0.065 0.043
C -3.214 -0.392 1.473 -0.135 -0.313 0.001
C 0.117 2.720 2.072 -0.237 0.027 0.039
H -2.315 -3.804 -5.541 0.062 0.032 -0.049
```
Positions in Å, forces in eV/Å.

charge = +1
Kohn-Sham gap (spin up / spin down) = 6.79 / 6.79 eV
E_HOMO (spin up / spin down) = -10.16 / -10.16 eV
ΔE to the lowest compared entry with this formula, charge and spin = 93.4 kJ/mol
multiplicity = 3
F_max = 2.81 eV/A


Here is a molecular structure, C33H28AsN4O4Pt at a distorted geometry from the OMol25 dataset. Energies are from ωB97M-V/def2-TZVPD.

```
71
Properties=species:S:1:pos:R:3:forces:R:3
H -3.526 -6.253 0.184 0.003 0.003 0.001
N -3.386 2.982 -1.372 0.034 0.159 -0.050
H 2.423 -4.948 0.166 0.005 0.004 -0.005
H -3.493 -2.331 4.930 -0.007 0.001 -0.004
C -2.892 -2.947 -1.699 -0.029 -0.018 0.002
H -2.374 5.224 0.879 0.022 0.003 -0.003
H 2.035 -2.880 3.899 0.010 -0.009 -0.006
H -5.021 0.884 2.553 0.005 0.004 -0.006
C -3.351 -5.323 -0.345 0.017 -0.010 0.036
H 5.305 -2.035 -3.555 -0.001 0.004 0.002
H 3.074 -1.151 -4.210 -0.001 -0.004 -0.006
H -2.708 -2.016 -2.225 0.001 0.006 0.008
H -0.649 4.162 2.126 0.006 -0.017 0.018
N -1.491 2.143 -0.207 0.176 -0.384 0.280
N -0.598 3.354 1.534 0.019 -0.127 0.076
C 4.158 -1.061 -0.496 -0.041 0.025 0.007
H -2.173 -4.475 1.232 -0.003 -0.014 0.005
H 5.968 -1.974 -1.164 0.006 -0.001 0.004
C 2.340 -4.023 2.106 0.017 -0.050 -0.074
H 3.221 -4.530 2.478 0.000 -0.002 -0.008
H 5.508 -1.440 1.172 -0.007 0.006 0.005
H -4.060 -3.803 -3.286 0.003 -0.001 0.003
C -4.331 0.060 2.690 -0.023 -0.039 0.086
C -2.484 1.922 -1.142 0.138 -0.058 0.059
H -4.470 -5.920 -2.078 0.003 0.001 0.004
As -1.325 -1.624 0.310 -0.205 -0.244 0.130
O -2.656 0.889 -1.746 -0.095 -0.053 0.095
C -4.401 2.759 -2.387 0.009 -0.062 -0.022
H 1.550 -0.223 -2.515 0.031 0.041 0.046
O 0.076 0.916 -2.007 0.106 0.075 0.192
C -2.362 -3.124 -0.426 -0.058 -0.103 -0.073
H -1.891 -2.888 3.161 -0.006 0.038 -0.005
C 3.388 -1.125 -3.173 -0.018 0.010 0.053
C 1.674 -3.110 2.904 -0.055 0.038 0.045
C 5.004 -1.586 -1.477 -0.056 0.002 -0.040
C -3.477 -1.742 4.020 0.050 -0.058 0.008
C 0.558 -2.437 2.419 0.098 0.081 0.047
H 0.092 -1.685 3.043 -0.015 -0.024 -0.020
C 0.781 -3.587 0.330 -0.055 0.003 -0.102
H -3.929 2.556 -3.347 -0.003 -0.011 -0.001
H -4.055 4.887 -0.917 0.007 -0.003 -0.012
H -5.010 1.897 -2.123 -0.004 -0.002 -0.008
C -3.317 4.134 -0.670 -0.081 0.028 0.011
O 1.755 0.545 3.610 -0.034 0.057 -0.001
C -4.359 -0.685 3.863 -0.049 0.068 -0.040
N 2.033 -0.016 0.081 0.418 -0.388 0.228
C 2.525 -0.596 -2.228 -0.076 -0.082 -0.110
H 3.894 -0.495 2.864 0.017 -0.007 0.008
H 0.455 -3.761 -0.691 -0.005 -0.001 0.012
H -5.026 3.646 -2.462 0.016 0.022 0.019
C 4.635 -1.622 -2.810 0.049 -0.024 -0.010
C 3.676 -0.531 1.805 -0.036 0.023 -0.048
C 1.506 0.488 2.408 0.015 -0.147 -0.038
H -0.107 2.498 1.860 0.001 0.120 -0.040
C -1.478 3.244 0.545 -0.202 0.044 -0.082
C -2.513 -1.303 1.849 -0.033 0.000 -0.020
C 0.093 -2.677 1.131 -0.024 -0.046 0.101
C -3.652 -3.950 -2.292 0.009 0.048 -0.022
C -2.566 -2.052 3.019 0.012 -0.082 0.005
C 2.435 -0.032 1.410 -0.013 0.141 -0.110
C -3.882 -5.136 -1.616 -0.036 -0.050 -0.019
C -2.404 4.316 0.299 0.056 -0.040 0.002
H -5.065 -0.442 4.648 0.001 0.003 -0.006
H -3.391 0.328 0.781 0.002 0.013 0.016
Pt 0.226 0.826 -0.108 -0.464 1.087 -1.373
C -2.595 -4.323 0.245 0.008 0.016 -0.042
C 1.893 -4.257 0.809 0.056 -0.008 0.086
O 0.333 0.870 1.912 0.089 0.048 0.579
C 4.542 -1.040 0.886 0.094 -0.022 0.050
C -3.413 -0.250 1.698 0.066 0.050 -0.093
C 2.884 -0.542 -0.874 0.061 -0.080 0.169
```
Positions in Å, forces in eV/Å.

charge = -1
Kohn-Sham gap (spin up / spin down) = 4.22 / 6.54 eV
E_HOMO (spin up / spin down) = -2.00 / -4.31 eV
ΔE to the lowest compared entry with this formula, charge and spin = 10.9 kJ/mol
multiplicity = 3
F_max = 1.81 eV/A


Here is a molecular structure, C33H28AuNO6P2S3 at a distorted geometry from the OMol25 dataset. Energies are from ωB97M-V/def2-TZVPD.

```
74
Properties=species:S:1:pos:R:3:forces:R:3
C -1.579 2.258 -2.204 -0.544 0.157 -0.146
C -0.500 6.354 -2.155 0.036 -0.030 -0.014
C -0.368 2.836 2.785 0.064 -0.023 0.039
C -1.324 3.734 -2.264 -0.096 0.123 0.083
C -2.848 -0.958 3.487 0.029 -0.009 -0.021
C 3.246 -1.392 -2.939 -0.036 0.039 0.069
H 1.680 0.374 0.860 0.048 0.088 0.020
C 1.712 -0.715 0.889 -0.099 -0.113 -0.105
O -4.859 0.101 -0.421 0.192 0.120 -0.197
Au -0.711 -0.765 -1.341 0.183 0.302 -0.521
C 2.868 -3.655 -0.255 -0.027 0.055 -0.017
C 2.935 -0.727 -1.752 -0.156 0.093 -0.147
H -3.315 3.620 1.332 -0.006 0.001 -0.004
H 0.045 -5.943 -1.560 -0.008 -0.001 0.033
C 4.334 -0.991 -3.693 0.016 -0.026 -0.060
P -1.191 -0.857 1.234 1.023 0.112 0.827
O -2.747 1.839 -2.290 0.456 -0.390 0.051
H -0.970 -3.560 2.400 -0.010 -0.030 0.021
C 3.020 -5.031 -0.224 0.116 0.038 0.051
C 2.004 -5.856 -0.686 -0.086 -0.033 -0.014
C -1.446 3.608 2.388 -0.061 0.061 -0.009
C -2.222 -3.582 4.131 0.006 -0.042 0.044
H -2.539 6.853 -2.568 -0.012 -0.018 0.010
O 1.769 2.313 -2.980 -0.013 0.047 -0.193
C 0.834 -5.305 -1.185 0.027 -0.031 0.003
H 3.941 -5.460 0.151 -0.025 -0.010 0.026
H 1.485 5.572 -1.790 -0.023 0.050 0.006
C 0.677 -3.926 -1.214 0.062 0.084 0.058
C -2.263 4.728 -2.469 0.006 0.049 0.012
C -1.298 0.918 1.645 -0.038 0.024 -0.132
O -2.963 -1.134 0.483 -1.221 0.200 -0.403
H -3.201 1.274 0.705 -0.195 -0.110 -0.250
C 4.788 0.758 -2.107 0.069 -0.019 0.036
H 0.427 3.267 3.381 -0.009 0.008 0.000
C -3.112 -2.871 4.920 -0.018 0.006 -0.030
C 3.699 0.362 -1.345 0.015 -0.099 0.046
S -4.008 -1.031 -0.632 0.135 -0.213 0.915
H 2.694 -1.042 1.242 0.000 0.064 0.014
H -1.988 -4.611 4.370 0.014 0.006 -0.013
C 0.442 5.348 -1.973 0.233 0.018 0.030
H 2.122 -6.932 -0.656 0.030 0.008 -0.021
C -2.459 3.032 1.637 -0.001 0.040 -0.073
H 2.630 -2.223 -3.263 0.053 -0.028 -0.039
C -1.641 -2.981 3.024 0.024 0.020 -0.103
H 5.384 1.601 -1.783 -0.013 0.011 -0.026
C -0.298 1.502 2.422 0.109 -0.093 -0.022
N -0.466 1.543 -2.037 0.127 0.154 0.094
O 1.429 2.328 -0.566 -0.103 0.053 0.249
H -3.295 4.468 -2.664 0.010 -0.007 0.037
C -3.431 -1.562 4.589 0.004 -0.001 0.051
C 0.605 -1.298 1.757 -0.309 0.078 -0.335
H 0.541 0.913 2.765 -0.010 0.154 -0.020
H 0.717 -1.033 2.810 0.011 -0.059 -0.032
H -1.506 4.652 2.672 0.016 -0.019 -0.012
S 0.865 2.495 -1.883 -0.211 -0.088 -0.037
H 4.582 -1.509 -4.610 -0.035 -0.014 0.008
H 3.439 0.919 -0.456 0.009 -0.013 -0.021
H 3.667 -3.011 0.096 0.039 -0.029 -0.028
P 1.486 -1.284 -0.829 0.048 -0.401 0.361
H -3.108 0.061 3.234 -0.026 -0.014 0.008
C -1.936 -1.660 2.701 -0.157 -0.212 -0.158
H -0.196 7.392 -2.101 0.038 -0.011 -0.017
H -4.146 -1.010 5.186 0.029 0.020 0.005
C 0.000 4.045 -2.034 -0.122 -0.316 0.012
C 1.691 -3.092 -0.748 -0.038 -0.008 -0.086
O -4.616 -2.313 -0.826 0.076 -0.072 -0.179
S -2.903 -0.764 -2.385 0.299 0.298 0.130
H -3.568 -3.339 5.784 -0.003 -0.007 -0.009
C -2.389 1.699 1.263 0.175 -0.021 0.041
C 5.109 0.082 -3.273 -0.003 0.040 0.049
H 5.962 0.396 -3.861 -0.011 0.003 -0.010
H -0.234 -3.485 -1.598 -0.031 -0.028 -0.015
H 0.644 -2.388 1.692 -0.022 0.014 0.092
C -1.832 6.047 -2.413 -0.045 0.001 -0.010
```
Positions in Å, forces in eV/Å.

Kohn-Sham gap (spin up / spin down) = 7.87 / 6.66 eV
E_HOMO (spin up / spin down) = -7.50 / -8.89 eV
multiplicity = 3
F_max = 1.32 eV/A